(1)
{"formula": "C4H9O", "method": "the ωB97M-V functional and the def2-TZVPD basis", "de_lowest_kcal_mol": 39.11, "homo_lumo_gap_ev": 6.1, "mol_weight_g_mol": 73.11, "lumo_ha": 0.151, "homo_ev": -2.0, "total_charge": -1, "energy_ev": -6339.0728, "elements": ["C", "O", "H", "H", "H", "C", "C", "C", "H", "H", "H", "H", "H", "H"], "coordinates": [[2.4441, 0.3303, 1.1572], [1.3209, 1.0326, 0.9337], [2.6089, -0.5658, 0.4988], [3.4110, 0.8880, 0.9910], [2.3920, -0.1800, 2.1866], [-0.6846, 0.5391, -0.9573], [-1.6834, -0.5339, -1.1112], [-1.9404, -1.4669, -0.1565], [-0.7721, 1.1338, -1.8809], [-0.6579, 1.2257, -0.1193], [0.3050, 0.0572, -0.9686], [-2.5438, -0.4865, -1.7845], [-2.8827, -2.0111, -0.2652], [-1.1597, -1.8701, 0.4758]], "forces_ev_per_angstrom": [[-0.6, -0.4, 0.5], [0.3, 0.2, -0.1], [-0.1, -0.2, -0.4], [-0.1, 0.0, 0.6], [0.8, 0.5, -0.4], [1.2, -0.2, -2.6], [-2.4, -0.8, 3.0], [0.4, -0.2, -1.9], [0.4, 0.2, 0.2], [-0.4, -0.5, 0.4], [-0.1, 0.6, 0.2], [0.4, 0.7, -0.3], [0.4, -0.3, 0.2], [-0.2, 0.5, 0.6]]}

---

(2)
{"formula": "C4H9O2", "method": "the ωB97M-V functional and the def2-TZVPD basis", "de_lowest_kcal_mol": 4.07, "homo_lumo_gap_ev": 8.0, "mol_weight_g_mol": 89.11, "lumo_ha": 0.152, "homo_ev": -3.9, "total_charge": -1, "energy_ev": -8390.3153, "elements": ["C", "C", "O", "O", "H", "H", "H", "C", "C", "H", "H", "H", "H", "H", "H"], "coordinates": [[0.4191, 1.3405, 1.4417], [-0.0931, -0.1105, 1.2935], [0.7547, -0.9856, 1.0052], [-1.3252, -0.2471, 1.4582], [0.8319, 1.7229, 0.5098], [1.2366, 1.4254, 2.1731], [-0.3508, 1.9659, 1.8952], [0.6846, 0.3036, -2.3404], [-0.5848, -0.5388, -2.1564], [0.5460, 1.3117, -1.9534], [1.4543, -0.1729, -1.7748], [0.9508, 0.3338, -3.4009], [-0.9165, -0.4376, -1.1537], [-1.4057, -0.3478, -2.8478], [-0.3538, -1.6065, -2.2234]], "forces_ev_per_angstrom": [[0.5, 0.2, 1.0], [0.0, 0.0, 0.0], [0.1, 0.1, -0.1], [-0.2, -0.1, 0.0], [-0.3, 0.1, -0.2], [0.1, -0.5, -0.2], [-0.2, 0.2, -0.6], [-1.1, -0.2, -0.6], [0.5, -0.5, -0.3], [0.0, 0.1, -0.1], [0.7, -0.2, 0.4], [0.2, 0.2, 0.1], [-0.6, 0.2, 0.9], [0.1, 0.3, -0.1], [0.1, 0.1, -0.2]]}

---

(3)
{"formula": "C4H9O2", "method": "the ωB97M-V functional and the def2-TZVPD basis", "de_lowest_kcal_mol": 3.72, "homo_lumo_gap_ev": 7.7, "mol_weight_g_mol": 89.11, "lumo_ha": 0.140, "homo_ev": -3.8, "total_charge": -1, "energy_ev": -8390.3303, "elements": ["C", "C", "H", "H", "H", "H", "H", "H", "C", "C", "O", "O", "H", "H", "H"], "coordinates": [[1.3167, -0.4048, 0.0762], [2.2398, 0.5843, 0.7858], [0.9062, 0.0212, -0.8405], [1.9014, -1.2652, -0.2590], [0.4711, -0.8206, 0.6154], [3.0680, 0.7944, 0.0958], [1.7583, 1.5126, 1.0898], [2.7029, 0.0951, 1.6502], [-2.1570, 0.1962, 0.1362], [-1.9006, -0.4461, -1.2610], [-2.0005, -1.6950, -1.3007], [-1.6373, 0.3520, -2.1884], [-3.2335, 0.3550, 0.2602], [-1.6500, 1.1571, 0.1943], [-1.7854, -0.4365, 0.9457]], "forces_ev_per_angstrom": [[0.1, -0.1, -0.7], [0.2, -0.8, -0.1], [-0.1, 0.1, 0.1], [0.1, 0.0, 0.1], [0.0, 0.3, 0.4], [-0.2, 0.3, 0.2], [0.0, 0.0, 0.0], [-0.1, 0.3, 0.1], [0.1, 0.1, -0.1], [0.0, -0.2, 0.2], [0.0, 0.1, 0.0], [0.0, 0.0, 0.0], [0.1, 0.0, 0.0], [-0.1, 0.2, 0.0], [-0.2, -0.1, -0.1]]}

---

(4)
{"formula": "C4H9O2", "method": "the ωB97M-V functional and the def2-TZVPD basis", "de_lowest_kcal_mol": 10.45, "homo_lumo_gap_ev": 7.7, "mol_weight_g_mol": 89.11, "lumo_ha": 0.145, "homo_ev": -3.8, "total_charge": -1, "energy_ev": -8390.0385, "elements": ["C", "C", "O", "O", "H", "H", "H", "C", "C", "H", "H", "H", "H", "H", "H"], "coordinates": [[-0.5982, -1.5674, -0.1382], [-0.8227, -0.5741, 1.1146], [-1.3284, 0.5373, 0.8888], [-0.4152, -1.0693, 2.1888], [-0.8740, -2.5340, 0.2667], [0.4815, -1.5800, -0.2593], [-1.2199, -1.2240, -0.9574], [1.2678, 1.0215, -2.3375], [1.4104, 1.4236, -0.8700], [1.2129, -0.0556, -2.5293], [0.2593, 1.2623, -2.6983], [1.9642, 1.4493, -3.0557], [1.2241, 0.5561, -0.2464], [0.5875, 2.0899, -0.6127], [2.3279, 1.9571, -0.6355]], "forces_ev_per_angstrom": [[-0.4, 1.0, 1.9], [0.4, -1.0, -0.4], [-0.2, 0.2, -0.2], [-0.1, 0.2, 0.1], [-0.2, -0.3, -0.3], [0.0, 0.0, -0.7], [0.3, -0.2, -0.4], [-1.1, -0.5, -0.7], [-0.7, 0.1, -0.3], [0.7, -0.1, 0.4], [0.1, 0.5, 0.1], [0.2, 0.1, 0.2], [0.4, 0.1, 0.3], [0.1, 0.1, 0.1], [0.3, -0.3, 0.0]]}

---

(5)
{"formula": "C4H9O2", "method": "the ωB97M-V functional and the def2-TZVPD basis", "de_lowest_kcal_mol": 76.23, "homo_lumo_gap_ev": 6.2, "mol_weight_g_mol": 89.11, "lumo_ha": 0.140, "homo_ev": -2.4, "total_charge": -1, "energy_ev": -8387.1862, "elements": ["C", "O", "C", "C", "H", "H", "H", "H", "H", "H", "C", "O", "H", "H", "H"], "coordinates": [[1.2633, 0.5173, 1.9699], [1.6182, -0.6576, 2.7194], [0.4041, 0.1714, 0.7947], [-0.8557, 0.5418, 0.6288], [2.2091, 0.9840, 1.6720], [0.7027, 1.1774, 2.6441], [1.0703, -1.3760, 2.3669], [0.7547, -0.5670, 0.0795], [-1.3293, 0.0642, -0.2476], [-1.4172, 1.1797, 1.3060], [-0.8796, -0.4085, -2.7861], [-0.9766, -1.2103, -1.6958], [-0.3817, -0.8922, -3.6631], [-1.8713, -0.0642, -3.1845], [-0.3110, 0.5400, -2.6042]], "forces_ev_per_angstrom": [[-0.2, -0.1, 0.1], [-0.1, -0.4, -0.2], [0.0, -0.1, 0.5], [-0.4, -0.4, -0.4], [-0.1, 0.1, 0.0], [0.2, 0.2, -0.1], [0.2, 0.3, 0.2], [0.3, 0.1, -0.2], [-0.1, 0.2, 0.1], [0.2, 0.2, 0.1], [-0.2, -0.3, 0.3], [0.0, 0.0, -0.1], [0.1, 0.1, -0.1], [0.0, 0.1, -0.1], [0.1, 0.1, -0.1]]}

---

(6)
{"formula": "C4H9O2", "method": "the ωB97M-V functional and the def2-TZVPD basis", "de_lowest_kcal_mol": 107.87, "homo_lumo_gap_ev": [9.7, 8.3], "mol_weight_g_mol": 89.11, "lumo_ha": [-0.192, -0.219], "homo_ev": [-14.9, -14.2], "total_charge": 1, "energy_ev": -8376.2057, "elements": ["C", "C", "C", "C", "O", "O", "H", "H", "H", "H", "H", "H", "H", "H", "H"], "coordinates": [[1.4707, 0.6771, -0.2134], [0.3425, 0.6524, 0.8740], [-0.1693, -1.5763, 0.2570], [-1.5314, 0.1437, -0.6445], [1.9129, -0.5507, -0.4354], [-0.6447, -0.3193, 0.4115], [1.1087, 1.1988, -1.1183], [2.2672, 1.2875, 0.2493], [0.7500, 0.2548, 1.8068], [-0.1375, 1.6199, 1.0293], [-0.4340, -2.1412, -0.6195], [0.3697, -2.0015, 1.0867], [-1.9923, 1.0757, -0.3224], [-0.9989, 0.2824, -1.5853], [-2.3138, -0.6033, -0.7757]], "forces_ev_per_angstrom": [[-1.0, 1.3, 0.3], [1.9, 0.9, 0.2], [2.2, -0.8, -0.5], [-1.2, 0.4, -1.1], [-0.7, -1.9, 0.3], [-0.9, 0.2, 0.1], [0.1, 0.0, 0.2], [-0.1, 0.1, 0.0], [-0.3, 0.0, -0.2], [-0.2, -0.3, -0.1], [-0.4, 0.2, -0.1], [-0.1, 0.2, 0.2], [0.2, -0.1, 0.2], [0.3, -0.1, 0.3], [0.2, 0.0, 0.2]]}

---

(7)
{"formula": "C4H9O3", "method": "the ωB97M-V functional and the def2-TZVPD basis", "de_lowest_kcal_mol": 17.87, "homo_lumo_gap_ev": 8.4, "mol_weight_g_mol": 105.11, "lumo_ha": 0.149, "homo_ev": -4.3, "total_charge": -1, "energy_ev": -10437.6906, "elements": ["C", "C", "O", "H", "H", "H", "H", "H", "H", "C", "C", "O", "O", "H", "H", "H"], "coordinates": [[-1.5532, -0.3210, 1.1681], [-1.9492, -0.3706, 2.6275], [-0.3913, 0.4272, 1.1657], [-1.3340, -1.2955, 0.6451], [-2.4637, 0.0629, 0.4873], [-2.7794, -1.0110, 2.8914], [0.0812, 0.5003, 0.2764], [-2.2266, 0.6870, 2.9353], [-1.0691, -0.6058, 3.2206], [2.2063, 0.2027, -2.8372], [1.6407, 0.2296, -1.4227], [0.3916, 0.2189, -1.2640], [2.4882, 0.4041, -0.4972], [3.2326, -0.1608, -2.8933], [2.2903, 1.2969, -3.0813], [1.4358, -0.2647, -3.4216]], "forces_ev_per_angstrom": [[-0.8, -0.4, -2.1], [-0.4, 1.4, 0.3], [0.2, 1.1, 0.2], [-0.3, 0.3, 0.9], [1.7, -0.1, 1.3], [-0.2, -0.3, -0.1], [-0.7, -0.6, 0.1], [0.2, -1.1, -0.4], [0.0, -0.3, 0.0], [-0.2, 1.5, 0.4], [1.7, 0.8, 1.9], [0.0, -0.2, -0.7], [-0.7, -0.4, -0.8], [-0.3, -0.5, 0.0], [-0.3, -0.9, -0.1], [0.2, -0.3, -0.9]]}